Computed, not measured: 2 unconnected molecules or ions with the total composition C2H7S2 at a distorted geometry, with wB97M-V/def2-TZVPD.

Geometry as XYZ:
```
11
Properties=species:S:1:pos:R:3:forces:R:3
S -3.266 -0.419 0.851 0.0 0.1 -0.1
H -3.312 -1.239 -0.214 0.0 0.0 0.0
C 1.351 0.201 1.398 -1.1 1.4 -0.3
S 0.916 -0.650 -0.178 1.1 -2.0 0.4
C 0.065 0.154 -1.568 0.6 0.6 0.8
H 1.970 -0.469 2.002 -0.3 -0.4 -0.5
H 1.974 1.115 1.285 -0.6 -0.4 -0.1
H 0.399 0.411 1.931 0.8 0.0 -0.1
H 0.488 -0.414 -2.405 -0.3 0.3 0.1
H 0.430 1.166 -1.581 0.0 0.6 -0.5
H -1.016 0.143 -1.521 -0.2 -0.2 0.3
```
Forces are in eV/Å.

Its HOMO energy is -2.43 eV. For the orbital gap, the calculation gives 0.213 Eh. The charge is -1. The energy above the lowest of the compared OMol25 structures with the same formula, charge and spin is 106.66 kJ/mol. The spin multiplicity is 1.

---

Computed, not measured: a molecular structure, C37H35ClF2N5O4Pt2 at a distorted geometry, with wB97M-V/def2-TZVPD.

Geometry as XYZ:
```
86
Properties=species:S:1:pos:R:3:forces:R:3
Pt 8.666 3.721 20.842 0.5 -0.9 -0.1
Pt 5.229 1.456 19.977 0.1 -0.8 -0.8
Cl 8.447 1.297 18.247 -0.6 -1.1 -0.3
O 8.692 1.048 16.852 0.6 0.5 0.3
O 6.997 1.205 18.405 0.1 0.4 0.4
O 9.108 0.341 19.077 0.0 0.0 -0.1
O 8.921 2.626 18.624 -0.1 0.8 0.1
N 4.019 0.075 18.989 0.1 0.6 0.7
C 2.796 -0.013 19.519 -1.0 0.2 0.1
C 1.811 -0.813 18.982 0.1 -0.9 -0.2
C 2.134 -1.631 17.903 0.2 0.1 0.5
C 3.396 -1.506 17.341 -0.4 -0.2 -0.5
C 4.312 -0.652 17.902 0.3 0.7 -0.1
H 2.531 0.609 20.367 0.4 0.0 0.0
H 0.831 -0.896 19.428 0.1 0.2 0.2
H 1.438 -2.390 17.574 -0.1 0.2 -0.3
H 3.611 -2.011 16.409 0.3 -0.2 0.2
H 5.269 -0.441 17.446 0.1 -0.3 0.1
N 9.646 -1.270 13.617 0.1 -0.1 0.8
C 9.356 -2.033 12.572 0.4 0.1 -0.4
C 8.952 -1.502 11.357 0.2 0.1 -0.5
C 8.937 -0.126 11.195 0.2 -0.2 0.0
C 9.274 0.665 12.280 -0.2 0.3 0.0
C 9.559 0.047 13.487 0.1 0.2 -0.4
H 9.579 -3.090 12.664 -0.3 -0.1 0.1
H 8.769 -2.129 10.494 -0.1 -0.2 0.2
H 8.744 0.302 10.221 -0.1 0.1 0.0
H 9.337 1.742 12.177 -0.1 0.0 0.1
H 9.779 0.657 14.361 0.0 -0.1 0.0
N 6.503 -3.385 18.002 -0.7 0.2 -0.2
C 6.456 -4.419 17.169 0.3 -0.7 0.5
C 7.333 -4.598 16.113 -0.2 0.2 0.0
C 8.243 -3.587 15.857 0.4 -0.8 -0.1
C 8.281 -2.489 16.692 -0.3 0.5 -1.0
C 7.351 -2.415 17.707 0.7 0.3 0.8
H 5.769 -5.216 17.435 -0.1 0.1 -0.1
H 7.268 -5.507 15.532 0.1 0.1 -0.1
H 8.964 -3.708 15.058 -0.1 0.2 -0.1
H 8.895 -1.647 16.394 0.1 0.0 0.4
H 7.372 -1.575 18.398 -0.1 0.0 -0.1
N 10.374 -4.875 20.787 0.0 0.2 -0.1
C 11.380 -4.620 21.607 0.5 -0.3 0.4
C 12.089 -3.431 21.620 -0.1 0.5 -0.2
C 11.746 -2.442 20.700 0.5 -0.3 0.8
C 10.699 -2.690 19.841 0.1 0.3 -0.5
C 10.056 -3.912 19.929 -0.7 -0.3 -0.2
H 11.681 -5.412 22.285 -0.2 0.0 0.0
H 12.884 -3.258 22.332 0.0 -0.2 0.0
H 12.319 -1.520 20.742 -0.2 0.1 -0.4
H 10.398 -1.983 19.076 -0.1 0.0 0.1
H 9.203 -4.136 19.294 0.1 0.1 -0.1
N 9.643 2.528 22.203 -0.4 0.6 -0.4
C 9.342 2.603 23.502 0.0 0.7 0.6
C 9.923 1.784 24.443 0.1 -0.3 0.0
C 10.865 0.857 24.027 0.1 -0.1 -0.1
C 11.182 0.778 22.677 -0.1 0.3 0.8
C 10.559 1.650 21.811 0.5 -1.0 -0.8
H 8.717 3.432 23.810 -0.3 -0.2 -0.1
H 9.643 1.852 25.484 0.0 0.2 0.0
H 11.365 0.218 24.744 -0.1 0.0 0.0
H 11.918 0.062 22.351 0.0 0.1 -0.3
H 10.801 1.577 20.758 -0.3 0.3 0.0
F 14.659 -2.740 16.331 0.0 0.3 0.0
C 13.955 -1.698 16.628 -0.4 -0.1 0.3
C 12.665 -1.570 16.021 0.5 -0.5 -0.5
C 11.870 -0.529 16.364 -0.3 0.4 0.4
C 12.331 0.384 17.346 0.4 -0.5 0.7
C 13.631 0.254 17.941 -0.5 0.0 -0.4
C 14.432 -0.794 17.610 0.3 0.5 0.1
H 12.389 -2.343 15.313 -0.2 0.1 0.0
H 10.856 -0.438 15.996 0.1 -0.1 -0.2
H 11.663 1.095 17.818 -0.1 0.1 -0.4
H 13.920 0.993 18.676 0.2 -0.1 0.0
H 15.408 -0.912 18.064 0.0 -0.2 -0.1
F 5.393 5.869 13.085 0.1 0.1 0.3
C 6.469 5.599 13.747 0.2 -0.3 -0.6
C 7.382 6.649 14.031 0.1 0.5 0.5
C 8.538 6.347 14.692 -0.4 -0.4 -0.3
C 8.821 4.984 14.962 0.3 -0.6 0.3
C 7.947 3.912 14.599 -0.4 0.9 -0.2
C 6.751 4.231 14.025 0.4 -0.6 -0.2
H 7.152 7.678 13.785 -0.2 -0.1 -0.1
H 9.217 7.138 14.977 0.1 -0.1 0.0
H 9.736 4.696 15.468 0.0 0.3 -0.1
H 8.226 2.878 14.749 0.1 0.0 0.1
H 6.109 3.440 13.659 -0.3 0.3 0.1
```
Forces are in eV/Å.

Its HOMO energy (spin up / spin down) is -14.89 / -14.89 eV. As for the expectation value of S²: 6.05. For the orbital gap (spin up / spin down), the calculation gives 0.241 / 0.123 Eh. The charge is +3. The spin multiplicity is 5.

---

Computed, not measured: a gas-phase ion, C2HO4S (charge -1) at a distorted geometry, with wB97M-V/def2-TZVPD.

Geometry as XYZ:
```
8
Properties=species:S:1:pos:R:3:forces:R:3
C -1.157 -0.366 0.066 -2.1 1.0 -0.9
C -1.228 0.948 -0.299 0.3 -0.4 0.6
O -1.194 2.127 -0.297 -0.3 -0.2 -0.1
O 2.332 -0.859 -0.803 0.8 0.4 -1.3
O 1.670 0.777 0.972 0.0 -0.4 -0.8
O -0.079 -1.084 -0.067 1.7 -1.1 0.1
S 1.782 -0.606 0.493 -1.2 -0.2 1.9
H -2.126 -0.937 -0.065 0.7 0.8 0.5
```
Forces are in eV/Å.

Its HOMO energy is -3.13 eV. For the orbital gap, the calculation gives 0.262 Eh. The charge is -1. The energy above the lowest of the compared OMol25 structures with the same formula, charge and spin is 181.62 kJ/mol. The spin multiplicity is 1.

---

Computed, not measured: a molecular structure, CNa9O3 at a distorted geometry, with wB97M-V/def2-TZVPD.

Geometry as XYZ:
```
13
Properties=species:S:1:pos:R:3:forces:R:3
Na -0.570 -2.804 2.625 0.3 -1.5 0.5
Na -3.602 -1.773 0.664 -1.2 -1.2 -0.2
Na 2.280 1.815 -0.091 0.6 0.7 -0.1
Na -0.404 0.345 -3.022 -0.1 -0.4 -1.3
Na 3.541 -0.985 1.027 1.0 -1.1 0.9
Na -0.727 3.484 -0.236 0.4 2.0 0.0
Na -2.706 1.614 -0.592 -1.5 -0.1 -0.6
Na 3.205 -1.020 -2.287 0.7 -1.0 -1.2
Na -1.169 0.664 2.323 0.0 0.2 1.1
C 0.053 -0.316 -0.068 0.2 -3.8 -0.7
O -0.752 -1.211 0.444 0.6 2.7 0.6
O 1.240 -0.725 -0.478 -1.0 2.6 0.9
O -0.388 0.912 -0.309 0.1 0.8 0.3
```
Forces are in eV/Å.

Its HOMO energy is -33.57 eV. For the orbital gap, the calculation gives 0.342 Eh. The charge is +7. The energy above the lowest of the compared OMol25 structures with the same formula, charge and spin is 1153.23 kJ/mol. The spin multiplicity is 1.